DFT (ωB97M-V with the def2-TZVPD basis set) results for C40H41BCl5N9O8Ti as an isolated structure.

The value obtained for the HOMO energy is -0.09874 hartree. The LUMO energy is 3.85 eV. Its HOMO-LUMO gap is 0.240 Ha.

ORCA input file:
```
! RIJCOSX wB97M-V def2-TZVPD def2/J DEFGRID3
* xyz -2 1
Ti 0.195 -0.238 -0.341
C 2.046 3.296 2.556
C 0.766 2.591 2.851
C -0.239 3.046 3.720
C -1.179 2.040 3.746
C -2.463 2.004 4.499
N -0.741 1.055 2.928
N 0.439 1.397 2.379
B -1.261 -0.386 2.807
N -0.006 -1.249 2.639
N 0.799 -1.151 1.564
C 1.956 -1.734 1.878
C 3.101 -1.920 0.952
C 1.888 -2.220 3.191
C 0.625 -1.896 3.638
C -0.012 -2.199 4.952
N -2.206 -0.653 1.618
N -1.776 -0.778 0.349
C -2.832 -1.092 -0.405
C -2.792 -1.420 -1.859
C -3.969 -1.166 0.403
C -3.531 -0.887 1.682
C -4.348 -0.867 2.925
H 2.264 4.003 3.358
H 2.865 2.584 2.458
H 1.978 3.861 1.627
H -0.262 3.975 4.257
H -2.536 2.892 5.126
H -3.303 2.003 3.805
H -2.523 1.115 5.129
H -1.829 -0.687 3.806
H 2.737 -2.197 -0.038
H 3.668 -0.991 0.847
H 3.761 -2.695 1.343
H 2.651 -2.757 3.718
H 0.615 -2.883 5.522
H -0.149 -1.282 5.525
H -0.988 -2.659 4.800
H -1.757 -1.512 -2.194
H -3.320 -2.360 -2.021
H -3.300 -0.649 -2.439
H -4.966 -1.398 0.089
H -5.341 -1.251 2.707
H -3.895 -1.480 3.703
H -4.441 0.149 3.300
Cl -5.896 3.963 -2.792
C -4.437 3.106 -2.481
C -3.970 2.937 -1.182
Cl -4.847 3.630 0.120
C -2.827 2.211 -0.919
Cl -2.278 2.098 0.688
C -2.057 1.567 -1.940
O -1.070 0.802 -1.732
C -2.552 1.832 -3.255
Cl -1.687 1.188 -4.597
C -3.694 2.564 -3.518
Cl -4.217 2.796 -5.141
O 4.064 0.824 0.066
C 2.935 1.155 -0.300
O 1.953 0.349 -0.408
C 2.694 2.599 -0.649
C 3.755 3.430 -0.841
C 3.568 4.813 -1.048
C 2.273 5.325 -1.053
C 1.175 4.500 -0.889
C 1.315 3.065 -0.635
O 0.368 2.320 -0.363
N -0.103 5.103 -0.915
O -0.163 6.331 -0.847
O -1.102 4.408 -1.018
N 4.661 5.665 -1.247
O 5.792 5.184 -1.316
O 4.456 6.876 -1.348
H 4.756 3.022 -0.815
H 2.122 6.386 -1.202
C 0.744 -4.481 0.744
C -0.244 -4.688 -0.398
C -1.593 -4.076 -0.044
C 0.348 -4.182 -1.702
C 0.629 -5.193 -2.603
C 1.246 -4.976 -3.818
C 1.646 -3.683 -4.092
C 1.419 -2.630 -3.228
C 2.044 -1.330 -3.692
C 3.378 -1.093 -2.989
C 1.127 -0.126 -3.554
C 0.697 -2.799 -1.981
N 0.369 -1.793 -1.182
H 0.372 -4.917 1.672
H 0.877 -3.416 0.873
H 1.709 -4.924 0.505
H -0.403 -5.770 -0.515
H -1.459 -3.016 0.145
H -2.006 -4.556 0.844
H -2.296 -4.203 -0.863
H 0.359 -6.211 -2.340
H 1.433 -5.789 -4.508
H 2.166 -3.488 -5.025
H 2.253 -1.452 -4.766
H 3.217 -0.985 -1.922
H 3.843 -0.185 -3.368
H 4.057 -1.927 -3.154
H 1.050 0.179 -2.506
H 0.136 -0.400 -3.910
H 1.505 0.708 -4.148
*
```

---

DFT (ωB97M-V with the def2-TZVPD basis set) results for a 5-piece molecular cluster, C29H54BrIO8S overall.

The value obtained for the HOMO energy is -0.33225 hartree. Its SMILES is CC[C@H](C)[C@H]1CCOS(=O)(=O)[C@]1(CC(=O)I)C[C@@H](C)Br.C1CCOC1.C1CCOC1.C1CCOC1.C1CCOC1. The LUMO energy is 0.49 eV. Its HOMO-LUMO gap is 0.350 Ha.

ORCA input file:
```
! RIJCOSX wB97M-V def2-TZVPD def2/J DEFGRID3
* xyz 0 1
C 0.510 3.106 3.461
C 1.095 3.001 2.040
C 0.565 1.758 1.257
C 1.680 0.694 1.330
C 0.092 2.132 -0.190
C 1.287 1.921 -1.151
C 1.085 2.574 -2.532
O -0.292 2.714 -2.930
S -1.166 1.445 -2.505
O -2.462 1.596 -3.034
O -0.474 0.310 -3.006
C -1.182 1.379 -0.677
C -0.998 -0.122 -0.298
C -2.055 -1.060 -0.881
O -3.188 -0.981 -0.743
I -1.302 -2.752 -2.035
C -2.531 1.849 -0.073
C -2.782 3.335 0.217
C -2.164 3.862 1.515
Br -2.422 4.536 -1.282
H -0.457 2.617 3.554
H 0.391 4.141 3.779
H 1.169 2.633 4.184
H 2.161 2.852 2.189
H 0.967 3.927 1.483
H -0.271 1.385 1.849
H 2.635 1.152 1.091
H 1.779 0.271 2.329
H 1.567 -0.135 0.638
H -0.061 3.206 -0.190
H 2.177 2.360 -0.712
H 1.489 0.869 -1.325
H 1.527 3.562 -2.517
H 1.566 1.940 -3.272
H -0.047 -0.431 -0.710
H -1.038 -0.257 0.775
H -2.701 1.312 0.858
H -3.312 1.514 -0.750
H -3.850 3.420 0.379
H -1.238 4.391 1.321
H -2.864 4.616 1.867
H -2.077 3.074 2.254
C 4.343 -3.640 -1.021
C 4.450 -2.612 -2.139
C 3.190 -1.789 -1.925
O 2.910 -1.819 -0.518
C 3.733 -2.817 0.102
H 5.295 -4.091 -0.745
H 3.658 -4.439 -1.315
H 5.335 -1.990 -1.988
H 4.507 -3.050 -3.134
H 2.336 -2.228 -2.451
H 3.304 -0.754 -2.252
H 4.507 -2.306 0.683
H 3.127 -3.417 0.782
C -1.238 -2.144 -7.185
C -2.604 -2.775 -6.953
C -2.255 -4.255 -6.887
O -0.931 -4.339 -6.352
C -0.338 -3.036 -6.345
H -1.183 -1.095 -6.897
H -0.965 -2.222 -8.241
H -3.009 -2.442 -5.995
H -3.333 -2.546 -7.729
H -2.250 -4.708 -7.885
H -2.938 -4.822 -6.253
H -0.297 -2.686 -5.310
H 0.680 -3.097 -6.734
C -7.155 5.327 3.875
C -5.781 5.626 4.455
C -4.975 4.425 3.985
O -5.546 4.007 2.735
C -6.798 4.682 2.546
H -7.786 6.207 3.762
H -7.679 4.609 4.511
H -5.382 6.542 4.011
H -5.776 5.742 5.537
H -5.057 3.590 4.689
H -3.920 4.659 3.843
H -6.663 5.435 1.763
H -7.548 3.964 2.211
C 5.363 -6.376 3.967
C 4.270 -5.392 4.360
C 4.953 -4.055 4.111
O 5.877 -4.259 3.036
C 6.015 -5.663 2.793
H 4.991 -7.367 3.709
H 6.080 -6.484 4.786
H 3.411 -5.504 3.694
H 3.922 -5.506 5.385
H 5.520 -3.729 4.990
H 4.250 -3.267 3.840
H 5.502 -5.899 1.853
H 7.072 -5.909 2.682
*
```

---

DFT (ωB97M-V with the def2-TZVPD basis set) results for a 2-piece molecular cluster, C3H8BrN2 overall.

The value obtained for the HOMO energy (spin up / spin down) is -0.37544 / -0.53698 hartree. The LUMO energy (spin up / spin down) is -3.79 / -8.40 eV. Its HOMO-LUMO gap (spin up / spin down) is 0.236 / 0.228 Ha.

ORCA input file:
```
! RIJCOSX wB97M-V def2-TZVPD def2/J DEFGRID3
* xyz 1 3
C -0.997 -0.518 0.663
C -0.812 1.590 -0.523
C 1.755 -1.216 -0.160
N -0.683 0.750 0.732
N 0.534 -1.514 -0.124
Br 2.509 0.292 0.680
H -1.442 -0.927 -0.245
H -0.942 -1.215 1.551
H 0.249 1.976 -0.673
H -1.173 0.893 -1.300
H 2.445 -1.659 -0.965
H -0.067 1.289 1.418
H -1.585 2.443 -0.257
H 0.209 -2.184 -0.797
*
```